{"formula": "C27H44BrNP2PbS", "method": "wB97M-V/def2-TZVPD", "homo_energy_ha": [-0.459, -0.455], "charge": 2, "fmax_ev_per_a": 6.35, "lumo_ha": [-0.2534, -0.2612], "elements": ["C", "C", "C", "C", "N", "C", "C", "C", "C", "C", "C", "C", "C", "C", "Pb", "P", "H", "H", "H", "H", "H", "H", "H", "H", "C", "C", "H", "H", "H", "H", "H", "C", "C", "H", "H", "H", "H", "H", "C", "C", "H", "H", "H", "H", "H", "Br", "P", "C", "C", "H", "H", "H", "H", "H", "C", "C", "H", "H", "H", "H", "H", "C", "C", "H", "H", "H", "H", "H", "C", "S", "C", "H", "H", "H", "H", "H", "H"], "positions_angstrom": [[1.876, 3.699, 0.048], [0.893, 2.941, -0.645], [0.984, 2.948, -2.065], [2.019, 3.655, -2.681], [2.963, 4.353, -2.023], [2.862, 4.369, -0.679], [-0.091, 2.174, 0.036], [-1.175, 1.772, 0.585], [-2.528, 2.061, 0.987], [-3.328, 1.060, 1.585], [-4.644, 1.316, 1.982], [-5.176, 2.598, 1.781], [-4.409, 3.616, 1.189], [-3.096, 3.346, 0.797], [0.103, 0.057, 0.710], [2.307, -0.483, 0.115], [0.250, 2.396, -2.661], [1.861, 3.740, 1.141], [2.096, 3.654, -3.778], [3.626, 4.952, -0.146], [-2.491, 4.133, 0.336], [-2.882, 0.071, 1.729], [-4.840, 4.610, 1.040], [-5.252, 0.533, 2.443], [2.896, -2.228, 0.476], [4.046, -2.828, -0.343], [1.990, -2.853, 0.368], [3.133, -2.242, 1.556], [4.236, -3.871, -0.031], [3.804, -2.846, -1.420], [4.985, -2.265, -0.218], [2.622, -0.236, -1.716], [4.010, 0.181, -2.215], [1.887, 0.536, -2.004], [2.290, -1.171, -2.203], [3.983, 0.331, -3.310], [4.325, 1.139, -1.768], [4.783, -0.575, -2.000], [3.547, 0.634, 0.962], [5.017, 0.214, 1.092], [3.119, 0.804, 1.964], [3.453, 1.602, 0.436], [5.583, 0.988, 1.640], [5.118, -0.729, 1.658], [5.503, 0.078, 0.113], [-6.970, 2.967, 2.318], [-1.276, -1.341, -0.666], [-0.361, -2.422, -1.901], [-1.035, -3.646, -2.533], [0.545, -2.746, -1.357], [-0.004, -1.722, -2.680], [-0.325, -4.169, -3.200], [-1.355, -4.370, -1.764], [-1.918, -3.375, -3.134], [-2.430, -2.547, 0.203], [-3.740, -2.989, -0.461], [-2.659, -2.062, 1.168], [-1.797, -3.418, 0.461], [-4.305, -3.656, 0.216], [-4.386, -2.121, -0.679], [-3.574, -3.534, -1.404], [-2.414, -0.285, -1.719], [-2.935, -0.797, -3.067], [-1.843, 0.649, -1.869], [-3.250, -0.003, -1.053], [-3.543, -0.015, -3.558], [-2.107, -1.045, -3.753], [-3.569, -1.693, -2.961], [0.440, -0.248, 4.134], [-0.939, -0.366, 2.937], [-2.006, -0.608, 4.402], [1.387, -0.291, 3.548], [0.512, -1.143, 4.788], [0.430, 0.714, 4.685], [-1.825, -1.584, 4.898], [-1.950, 0.274, 5.088], [-3.061, -0.636, 4.051]], "lowdin_charge": [-0.025, -0.250, -0.031, -0.119, 0.085, -0.119, -0.161, -0.238, -0.228, -0.083, -0.091, -0.645, -0.084, 0.014, 0.864, 0.836, 0.119, 0.126, 0.124, 0.125, 0.133, 0.026, 0.120, 0.116, -0.347, -0.109, 0.069, 0.097, 0.101, 0.079, 0.070, -0.362, -0.110, 0.049, 0.073, 0.098, 0.078, 0.070, -0.351, -0.108, 0.077, 0.067, 0.100, 0.081, 0.068, 0.799, 0.867, -0.374, -0.117, 0.052, 0.082, 0.096, 0.079, 0.067, -0.350, -0.113, 0.050, 0.097, 0.099, 0.079, 0.066, -0.356, -0.115, 0.069, 0.083, 0.097, 0.078, 0.068, -0.365, 0.597, -0.356, 0.006, 0.069, 0.071, 0.060, 0.071, 0.035]}



{"formula": "C4H3NO2S", "method": "wB97M-V/def2-TZVPD", "homo_energy_ha": -0.334, "fmax_ev_per_a": 5.71, "smiles": "O=C1N=CO/C1=C/S", "lumo_ha": -0.0232, "de_lowest_kj_mol": 201.3, "elements": ["O", "C", "N", "C", "O", "C", "C", "S", "H", "H", "H"], "positions_angstrom": [[-1.769, -0.831, -0.233], [-0.920, -0.021, -0.403], [-0.954, 1.074, -1.263], [0.067, 1.751, -1.019], [1.013, 1.170, -0.188], [0.265, 0.106, 0.289], [0.900, -0.915, 0.967], [0.141, -2.411, 1.505], [0.309, 2.686, -1.765], [1.932, -0.718, 1.149], [-0.984, -1.893, 0.960]], "nbo_charge": [-0.549, 0.563, -0.513, 0.405, -0.442, 0.047, -0.239, 0.071, 0.223, 0.229, 0.204]}



{"formula": "C4H12NOP", "method": "wB97M-V/def2-TZVPD", "homo_energy_ha": -0.345, "fmax_ev_per_a": 4.72, "smiles": "CCNP(C)(C)=O", "lumo_ha": 0.0291, "de_lowest_kj_mol": 160.7, "elements": ["C", "C", "N", "P", "C", "C", "O", "H", "H", "H", "H", "H", "H", "H", "H", "H", "H", "H", "H"], "positions_angstrom": [[-1.960, 1.755, 0.972], [-0.453, 1.416, 0.838], [-0.288, 0.052, 0.337], [0.841, -0.195, -0.880], [2.230, -1.010, -0.039], [0.049, -1.446, -1.927], [1.232, 1.107, -1.515], [-2.300, 1.392, 1.992], [-2.046, 2.748, 0.870], [-2.482, 1.269, 0.216], [-0.093, 2.045, 0.145], [-0.039, 1.615, 1.774], [-0.406, -0.792, 0.880], [2.737, -0.266, 0.389], [1.974, -1.880, 0.631], [2.878, -1.492, -0.634], [-0.432, -1.005, -2.897], [0.697, -2.208, -2.223], [-0.875, -1.829, -1.420]], "nbo_charge": [-0.589, -0.202, -0.994, 2.075, -1.003, -1.034, -1.093, 0.187, 0.201, 0.207, 0.223, 0.173, 0.393, 0.241, 0.229, 0.234, 0.267, 0.235, 0.251]}



{"formula": "C10H9F5N2O5S", "method": "wB97M-V/def2-TZVPD", "homo_energy_ha": -0.426, "fmax_ev_per_a": 5.28, "smiles": "C[C@@](C#N)(CC#N)S(=O)(=O)C(F)(F)C(F)(F)F.O=C1OCCO1", "lumo_ha": -0.0015, "elements": ["C", "C", "C", "N", "C", "C", "N", "S", "O", "O", "C", "F", "F", "C", "F", "F", "F", "H", "H", "H", "H", "H", "O", "C", "O", "C", "C", "O", "H", "H", "H", "H"], "positions_angstrom": [[0.186, 3.201, -0.245], [0.115, 2.066, -1.320], [1.003, 2.536, -2.476], [1.645, 2.920, -3.311], [0.772, 0.693, -0.843], [1.564, 0.833, 0.435], [2.073, 0.826, 1.443], [-1.541, 1.786, -2.060], [-1.789, 2.879, -2.976], [-1.467, 0.568, -2.844], [-2.930, 1.748, -0.825], [-3.994, 2.286, -1.460], [-2.732, 2.507, 0.274], [-3.381, 0.301, -0.346], [-4.470, -0.060, -1.023], [-2.431, -0.623, -0.416], [-3.747, 0.392, 0.951], [-0.059, 2.873, 0.783], [1.162, 3.720, -0.288], [-0.587, 3.960, -0.519], [1.489, 0.362, -1.627], [0.035, -0.125, -0.747], [0.528, -2.141, 0.146], [1.144, -2.774, 0.947], [0.948, -4.095, 1.191], [2.012, -4.536, 2.032], [2.453, -3.263, 2.701], [2.127, -2.270, 1.731], [1.662, -5.284, 2.741], [2.794, -4.977, 1.409], [1.898, -3.056, 3.619], [3.519, -3.253, 2.923]], "nbo_charge": [-0.624, -0.333, 0.267, -0.256, -0.517, 0.283, -0.308, 2.052, -0.881, -0.889, 0.393, -0.277, -0.293, 0.923, -0.288, -0.288, -0.306, 0.246, 0.256, 0.242, 0.281, 0.312, -0.605, 0.979, -0.481, -0.101, -0.100, -0.475, 0.206, 0.187, 0.188, 0.208]}



{"formula": "C3H2Cl3F2O3S", "method": "wB97M-V/def2-TZVPD", "homo_energy_ha": -0.218, "charge": -1, "fmax_ev_per_a": 3.94, "lumo_ha": 0.1131, "de_lowest_kj_mol": 0.0, "elements": ["C", "C", "C", "O", "O", "O", "F", "F", "S", "Cl", "Cl", "Cl", "H", "H"], "positions_angstrom": [[0.175, -0.189, 0.230], [-0.635, -1.075, -0.660], [-2.504, -1.309, -0.108], [-3.862, 0.336, -1.629], [-4.251, 0.394, 0.793], [-2.194, 1.305, -0.133], [-3.014, -2.261, -0.888], [-2.505, -1.772, 1.144], [-3.307, 0.385, -0.300], [0.468, -0.926, 1.809], [0.036, -2.694, -0.817], [-0.875, -0.328, -2.221], [-0.385, 0.744, 0.371], [1.153, -0.007, -0.228]], "nbo_charge": [-0.476, -0.143, 0.469, -0.987, -0.989, -1.025, -0.331, -0.334, 2.365, -0.062, -0.025, 0.019, 0.305, 0.213]}



{"formula": "C4H6N2", "method": "wB97M-V/def2-TZVPD", "homo_energy_ha": -0.344, "fmax_ev_per_a": 3.82, "smiles": "Cn1ccnc1", "lumo_ha": 0.0313, "de_lowest_kj_mol": 273.7, "elements": ["C", "N", "C", "C", "N", "C", "H", "H", "H", "H", "H", "H"], "positions_angstrom": [[1.248, -0.253, -0.377], [0.227, -0.661, 0.645], [-0.204, 0.637, 0.985], [-1.171, 0.958, 0.095], [-1.649, -0.206, -0.551], [-0.828, -1.124, -0.180], [0.498, 0.576, -0.919], [2.048, 0.347, 0.069], [1.730, -1.174, -0.784], [0.497, 1.248, 1.540], [-1.612, 1.917, -0.121], [-0.866, -2.169, -0.482]], "nbo_charge": [-0.437, -0.442, -0.058, -0.124, -0.435, 0.227, 0.218, 0.199, 0.214, 0.218, 0.219, 0.201]}



Repeat the third record exactly.
{"formula": "C4H12NOP", "method": "wB97M-V/def2-TZVPD", "homo_energy_ha": -0.345, "fmax_ev_per_a": 4.72, "smiles": "CCNP(C)(C)=O", "lumo_ha": 0.0291, "de_lowest_kj_mol": 160.7, "elements": ["C", "C", "N", "P", "C", "C", "O", "H", "H", "H", "H", "H", "H", "H", "H", "H", "H", "H", "H"], "positions_angstrom": [[-1.960, 1.755, 0.972], [-0.453, 1.416, 0.838], [-0.288, 0.052, 0.337], [0.841, -0.195, -0.880], [2.230, -1.010, -0.039], [0.049, -1.446, -1.927], [1.232, 1.107, -1.515], [-2.300, 1.392, 1.992], [-2.046, 2.748, 0.870], [-2.482, 1.269, 0.216], [-0.093, 2.045, 0.145], [-0.039, 1.615, 1.774], [-0.406, -0.792, 0.880], [2.737, -0.266, 0.389], [1.974, -1.880, 0.631], [2.878, -1.492, -0.634], [-0.432, -1.005, -2.897], [0.697, -2.208, -2.223], [-0.875, -1.829, -1.420]], "nbo_charge": [-0.589, -0.202, -0.994, 2.075, -1.003, -1.034, -1.093, 0.187, 0.201, 0.207, 0.223, 0.173, 0.393, 0.241, 0.229, 0.234, 0.267, 0.235, 0.251]}